--- a ---
Density functional theory data (ωB97M-V/def2-TZVPD) for C2H6N2S2 in the gas phase.

Each line ends with the natural charge from an NBO analysis.
Element x y z (Å)
C1 -3.05680 -0.19631 0.22160  -0.744
S1 -1.34032 -0.54227 -0.22229  0.363
N1 -0.73080 1.00295 0.04990  -0.641
C2 0.50094 1.38514 -0.00886  0.257
N2 1.76386 0.81217 -0.03370  -0.788
S2 2.20822 -0.82379 0.14723  0.199
H1 -3.28606 0.57031 -0.48838  0.226
H2 -3.15646 0.16564 1.24716  0.224
H3 -3.64103 -1.14644 0.15622  0.231
H4 0.62826 2.44265 0.20432  0.172
H5 2.42775 1.28638 -0.68096  0.402
H6 1.24497 -1.30037 -0.62731  0.099

* total charge: 0
* structure (SMILES): CS/N=C\NS
* lowest unoccupied orbital energy: 0.65 eV
* frontier orbital gap: 8.578 eV


--- b ---
Density functional theory data (ωB97M-V/def2-TZVPD) for C2H6N2S2 in the gas phase.

Each line ends with the natural charge from an NBO analysis.
Element x y z (Å)
C1 0.00056 -1.47259 -0.59510  -0.671
C2 -0.22445 -0.06238 -0.16100  0.419
N1 -1.41961 0.39777 -0.34146  -0.630
S1 -1.77309 1.95394 0.19204  0.133
N2 0.76996 0.74676 0.50918  -0.810
S2 2.46517 0.60125 0.28076  0.196
H1 -0.57111 -1.58140 -1.56201  0.251
H2 1.06408 -1.74206 -0.69401  0.232
H3 -0.50377 -2.12452 0.11291  0.240
H4 -3.11266 1.90298 -0.09643  0.131
H5 0.53069 1.58693 1.05870  0.419
H6 2.77423 -0.20669 1.29644  0.090

* total charge: 0
* structure (SMILES): C/C(=N/S)NS
* lowest unoccupied orbital energy: 0.69 eV
* frontier orbital gap: 9.041 eV


Computed relative energies in units of hartree: a 0.0198; b 0.0000


--- a ---
Density functional theory data (ωB97M-V/def2-TZVPD) for 2 unconnected molecules or ions with the total composition C3H10N2S.

Each line ends with the natural charge from an NBO analysis.
Element x y z (Å)
C1 -2.60217 -0.43971 -0.78027  -0.469
N1 -2.37715 0.54289 0.27349  -0.616
S1 -1.61118 1.75358 -0.19547  0.404
H1 -2.30086 0.02994 -1.76225  0.184
H2 -1.98870 -1.29618 -0.46577  0.205
H3 -3.65681 -0.74834 -0.64980  0.212
C2 1.87411 -0.10971 1.42996  -0.624
C3 1.31019 -0.46902 0.06117  -0.211
N2 0.81944 0.74225 -0.66415  -0.842
H4 2.57432 0.72901 1.32764  0.211
H5 1.01715 -0.00066 2.17177  0.218
H6 2.32417 -0.99725 1.86857  0.217
H7 2.22420 -0.75871 -0.53042  0.171
H8 0.53790 -1.18398 0.08950  0.195
H9 1.27849 1.60401 -0.55940  0.371
H10 0.57690 0.60187 -1.61457  0.372

* total charge: 0
* structure (SMILES): CN=S.CCN
* lowest unoccupied orbital energy: 0.14 eV
* frontier orbital gap: 7.811 eV


--- b ---
Density functional theory data (ωB97M-V/def2-TZVPD) for 2 unconnected molecules or ions with the total composition C3H10N2S.

Each line ends with the natural charge from an NBO analysis.
Element x y z (Å)
C1 3.34979 0.00968 0.54022  -0.663
C2 2.07806 0.46246 -0.13963  0.024
N1 0.92090 0.19650 0.34559  -0.247
N2 -0.27392 0.58246 -0.15717  -0.647
H1 3.41880 0.36949 1.65171  0.236
H2 3.35957 -1.12369 0.47993  0.236
H3 4.15143 0.52600 -0.13922  0.217
H4 2.11226 0.81758 -1.17964  0.140
H5 -0.29146 1.33199 -0.80549  0.326
H6 -0.87546 0.98892 0.60925  0.372
C3 -2.85461 -1.21375 -0.13726  -0.673
S1 -3.68032 0.39430 0.27132  -0.090
H7 -2.24674 -0.97632 -0.95284  0.230
H8 -3.78097 -1.85282 -0.33041  0.217
H9 -2.33542 -1.43665 0.70168  0.210
H10 -3.05192 0.92385 -0.75803  0.109

* total charge: 0
* structure (SMILES): C/C=N/N.CS
* lowest unoccupied orbital energy: 0.89 eV
* frontier orbital gap: 9.862 eV


Computed relative energies in units of hartree: a 0.0025; b 0.0000


--- a ---
Density functional theory data (ωB97M-V/def2-TZVPD) for 2 unconnected molecules or ions with the total composition C3H10N2S.

Each line ends with the natural charge from an NBO analysis.
Element x y z (Å)
H1 -2.52962 -1.05045 3.90890  0.358
N1 -1.65157 -0.59375 3.56128  -0.722
C1 -1.51062 -0.76535 2.28244  0.291
N2 -0.24325 -0.71727 1.62413  -0.843
H2 -2.45785 -0.89178 1.56808  0.150
H3 0.44157 -0.36997 2.27484  0.392
H4 -0.09639 -1.45792 1.08978  0.377
C2 1.20526 1.21253 -1.02859  -0.601
C3 1.01722 0.47148 -2.29856  -0.570
S1 -0.53046 0.25869 -3.08705  -0.008
H5 0.59052 2.09526 -0.82641  0.217
H6 2.37363 1.65824 -1.02178  0.196
H7 1.03509 0.60404 -0.14113  0.217
H8 1.52725 -0.42869 -2.14528  0.218
H9 1.59178 0.98003 -3.03498  0.214
H10 -0.76256 -1.00509 -2.72563  0.114

* total charge: 0
* structure (SMILES): [H]/N=C/N.CCS
* lowest unoccupied orbital energy: 0.68 eV
* frontier orbital gap: 9.748 eV


--- b ---
Density functional theory data (ωB97M-V/def2-TZVPD) for 2 unconnected molecules or ions with the total composition C3H10N2S.

Each line ends with the natural charge from an NBO analysis.
Element x y z (Å)
C1 -0.63625 1.71999 -3.08669  -0.618
C2 -0.10298 0.43754 -2.43672  -0.509
S1 -0.17873 0.65527 -0.62669  -0.436
H1 -0.02095 2.54701 -2.74039  0.211
H2 -1.64153 1.86712 -2.69218  0.210
H3 -0.62976 1.62858 -4.18883  0.204
H4 0.96514 0.31188 -2.65171  0.196
H5 -0.64031 -0.46860 -2.72055  0.203
N1 1.13555 -1.96408 3.53495  -0.436
C3 0.49746 -1.53925 2.39290  -0.073
N2 -0.53958 -0.54740 2.20938  -0.726
H6 1.21079 -1.31867 4.32081  0.349
H7 1.44618 -0.95330 2.40326  0.379
H8 0.27714 -2.38387 1.73694  0.244
H9 -0.29082 0.10586 1.48191  0.430
H10 -0.85137 -0.09808 3.06361  0.371

* total charge: 0
* lowest unoccupied orbital energy: -3.27 eV
* frontier orbital gap: 3.600 eV


Computed relative energies in units of hartree: a 0.0000; b 0.1714


--- a ---
Density functional theory data (ωB97M-V/def2-TZVPD) for 2 unconnected molecules or ions with the total composition C3H10N2S.

Each line ends with the natural charge from an NBO analysis.
Element x y z (Å)
H1 2.77053 -0.28910 1.54553  0.342
N1 3.22496 -0.43076 0.64737  -0.729
C1 2.34209 -0.61312 -0.24839  0.293
N2 2.55304 -0.28303 -1.57171  -0.821
H2 1.30370 -0.89604 -0.06082  0.144
H3 1.72645 -0.08912 -2.11820  0.374
H4 3.19014 0.46058 -1.82629  0.388
C2 -1.49628 0.48420 1.67451  -0.777
S1 -1.03682 1.00182 0.03298  0.187
C3 -2.27697 0.07253 -0.92300  -0.739
H5 -0.57015 0.34369 2.22718  0.232
H6 -1.94934 -0.52726 1.78123  0.224
H7 -2.21463 1.13631 2.17696  0.220
H8 -2.07402 0.14413 -1.99226  0.229
H9 -2.24705 -1.00265 -0.73771  0.213
H10 -3.24566 0.48781 -0.60739  0.218

* total charge: 0
* structure (SMILES): [H]/N=C/N.CSC
* lowest unoccupied orbital energy: 0.71 eV
* frontier orbital gap: 9.460 eV


--- b ---
Density functional theory data (ωB97M-V/def2-TZVPD) for 2 unconnected molecules or ions with the total composition C3H10N2S.

Each line ends with the natural charge from an NBO analysis.
Element x y z (Å)
C1 1.68413 0.94829 -0.66895  -0.485
C2 0.00934 -2.13458 0.35930  -0.455
C3 -2.14735 1.35608 0.21815  -0.769
N1 1.41435 0.43302 0.61148  -0.449
N2 -0.43293 -0.69527 0.49043  -0.566
S1 -1.32538 -0.02169 -0.71082  0.486
H1 2.79533 0.87381 -1.00714  0.206
H2 1.02371 0.49504 -1.37899  0.200
H3 1.40538 2.03764 -0.66717  0.185
H4 0.36513 -2.53147 1.27038  0.210
H5 -0.65223 -2.83801 0.02142  0.212
H6 0.70827 -2.23575 -0.47183  0.187
H7 -1.28424 2.05643 0.59865  0.239
H8 -2.52230 0.84717 1.14550  0.248
H9 -2.79652 1.87555 -0.56151  0.240
H10 1.75531 -0.46626 0.75111  0.311

* total charge: 0
* lowest unoccupied orbital energy (alpha / beta): 0.50 / 0.07 eV
* frontier orbital gap (alpha / beta): 8.481 / 8.463 eV


Computed relative energies in units of hartree: a 0.0000; b 0.1401


--- a ---
Density functional theory data (ωB97M-V/def2-TZVPD) for C3H10N2S in the gas phase.

Each line ends with the natural charge from an NBO analysis.
Element x y z (Å)
N1 -0.71071 1.46574 1.36839  -0.855
C1 -0.51734 0.01363 1.28947  -0.217
C2 -0.26505 -0.26572 -0.18142  -0.083
N2 -0.01830 -1.68293 -0.30300  -0.863
C3 0.85331 0.52526 -0.84056  -0.484
S1 1.37805 0.09569 -2.58236  -0.099
H1 -0.49175 1.74691 2.38418  0.354
H2 -1.66288 1.75713 1.24812  0.355
H3 -1.50970 -0.37477 1.64002  0.187
H4 0.22845 -0.28726 2.05540  0.197
H5 -1.17719 0.13928 -0.75930  0.203
H6 -0.39065 -2.08532 -1.07817  0.361
H7 0.82193 -2.15046 -0.07594  0.375
H8 1.67855 0.60982 -0.24343  0.199
H9 0.68818 1.66119 -0.97836  0.241
H10 1.09509 -1.16818 -2.94305  0.128

* total charge: 0
* structure (SMILES): NC[C@H](N)CS
* lowest unoccupied orbital energy: 0.92 eV
* frontier orbital gap: 9.735 eV


--- b ---
Density functional theory data (ωB97M-V/def2-TZVPD) for a molecular structure, C3H10N2S.

Each line ends with the natural charge from an NBO analysis.
Element x y z (Å)
C1 -0.19286 1.27488 -1.62549  -0.636
C2 0.10027 -0.13297 -2.32366  -0.506
S1 0.78907 -1.21698 -0.96013  -0.405
H1 -0.68722 2.05454 -2.26172  0.201
H2 -1.01928 0.95984 -0.96176  0.212
H3 0.65883 1.85698 -1.21681  0.211
H4 -0.88933 -0.65938 -2.65472  0.206
H5 0.88985 -0.26021 -3.20035  0.216
N1 -0.70414 -1.31814 2.20341  -0.825
C3 0.21093 -0.28881 2.28961  0.353
N2 0.51089 0.54276 1.36461  -0.732
H6 -1.03927 -1.77309 1.29422  0.447
H7 -1.03227 -1.80506 3.06536  0.411
H8 0.79549 -0.20072 3.22490  0.174
H9 1.26158 1.18910 1.44825  0.401
H10 0.34747 -0.22273 0.31429  0.273

* total charge: 0
* lowest unoccupied orbital energy: 0.56 eV
* frontier orbital gap: 7.915 eV


Computed relative energies in units of hartree: a 0.0000; b 0.0198


--- a ---
Density functional theory data (ωB97M-V/def2-TZVPD) for C6H8O2 in the gas phase.

Each line ends with the natural charge from an NBO analysis.
Element x y z (Å)
C1 -0.49528 1.56502 -1.72346  -0.560
C2 -0.44252 0.93097 -0.58763  0.216
C3 -0.23676 0.40327 0.59699  -0.198
C4 -0.44174 1.13452 1.89344  -0.624
C5 0.36964 -0.91921 0.62133  0.045
O1 -0.37619 -2.13364 0.49303  -0.474
C6 0.13139 -1.76815 -0.75970  0.347
O2 1.28341 -2.43092 -1.23494  -0.723
H1 -0.32155 2.63434 -1.78273  0.232
H2 -0.71169 1.04165 -2.64878  0.228
H3 0.12353 2.07076 1.89776  0.215
H4 -1.49899 1.36420 2.05678  0.230
H5 -0.10188 0.54453 2.75011  0.221
H6 1.29142 -1.01440 1.18647  0.185
H7 -0.62056 -1.58835 -1.51870  0.174
H8 2.04776 -1.83459 -1.23997  0.485

* total charge: 0
* structure (SMILES): C=C=C(C)[C@H]1O[C@@H]1O
* lowest unoccupied orbital energy: 0.20 eV
* frontier orbital gap: 8.369 eV


--- b ---
Density functional theory data (ωB97M-V/def2-TZVPD) for C6H8O2 in the gas phase.

Each line ends with the natural charge from an NBO analysis.
Element x y z (Å)
C1 -0.45974 -0.52974 -1.63523  -0.255
C2 -1.31738 -0.76516 -0.56530  -0.119
C3 -0.83775 -0.22117 0.82175  -0.087
C4 0.09430 0.52405 2.14271  0.010
O1 1.33814 0.69344 1.49840  -0.559
C5 1.00651 0.46368 -0.02451  0.333
C6 0.71433 0.50039 -1.59822  -0.392
O2 -0.25097 0.80213 0.18424  -0.516
H1 -0.73520 -1.20617 -2.37662  0.223
H2 -2.08191 -1.49283 -0.58634  0.202
H3 -0.20299 -1.22904 1.00488  0.191
H4 -0.50124 1.43144 2.24013  0.181
H5 0.24956 0.03808 3.15561  0.208
H6 1.20094 -0.65464 0.03683  0.139
H7 1.45635 0.18373 -2.33574  0.213
H8 0.32704 1.46179 -1.96257  0.227

* total charge: 0
* structure (SMILES): C1=C[C@H]2CO[C@H](C1)O2
* lowest unoccupied orbital energy: 0.63 eV
* frontier orbital gap: 8.706 eV


Computed relative energies in units of hartree: a 0.0000; b 0.2221